(A)
DFT (wB97M-V/def2-TZVPD) results for C6H12N2 as an isolated structure.

```
20
Properties=species:S:1:pos:R:3:lowdin_charge:R:1
N -2.31324 -0.74916 -0.06197 0.098
N 2.31775 -0.76469 0.01314 0.094
C 1.00007 -0.27627 0.12401 -0.556
C -0.78174 1.34048 0.01402 -0.073
C -1.01043 -0.20972 0.02512 -0.522
C 0.78734 1.23544 -0.00465 -0.107
C -0.09977 -0.73797 1.10284 -0.054
C 0.04402 -0.77791 -0.93510 -0.062
H -2.88369 -0.34037 0.65757 0.080
H 2.66360 -0.53656 -0.87946 0.055
H -1.20474 1.93073 0.83411 0.110
H -0.10418 -0.27265 2.13699 0.135
H 1.30554 1.76560 0.74774 0.094
H -0.10367 -1.75003 1.29363 0.091
H -2.73835 -0.79118 -0.94509 0.061
H -0.00535 -1.87743 -0.98602 0.137
H 1.13964 1.51155 -1.02648 0.120
H -1.20352 1.76146 -0.84762 0.083
H 0.24516 -0.27505 -1.88147 0.118
H 2.94556 -0.18628 0.61868 0.100
```

## Properties
- E_LUMO: 1.1 eV
- Orbital gap: 9.8 eV

=====

(B)
DFT (wB97M-V/def2-TZVPD) results for a 2-piece molecular cluster, C6H12N2 overall.

```
20
Properties=species:S:1:pos:R:3:lowdin_charge:R:1
N 0.75385 -0.76270 -0.83287 0.086
N -1.16880 -1.53497 -0.16335 0.048
C 1.00664 -1.65672 0.19344 -0.327
C -0.64193 2.41583 -0.92320 -0.177
C 2.30756 -2.16021 0.74904 -0.047
C -0.90377 2.72131 0.56009 -0.164
C -0.22720 -2.10774 0.60438 -0.110
C -0.51105 -0.66310 -1.04416 -0.202
H -2.13188 -1.75337 -0.00783 0.137
H 2.00112 -3.17326 1.02150 0.073
H 2.91155 -1.56027 1.41103 0.067
H -0.67618 3.37048 -1.44621 0.062
H -1.50862 1.85522 -1.24237 0.037
H 0.01028 2.92632 1.12154 0.061
H -0.41601 -2.89407 1.32178 0.117
H -1.10733 -0.18829 -1.80008 0.108
H -1.53945 1.98088 1.04946 0.056
H 3.00670 -2.36993 -0.06041 0.070
H 0.26765 1.87473 -1.14566 0.046
H -1.43314 3.67988 0.63385 0.058
```

## Properties
- Structure (SMILES): Cc1c[nH]cn1.CC
- E_LUMO: 0.9 eV
- Orbital gap: 9.4 eV

=====

(C)
DFT (wB97M-V/def2-TZVPD) results for a 2-piece molecular cluster, C6H12N2 overall.

```
20
Properties=species:S:1:pos:R:3:lowdin_charge:R:1
N -1.15773 1.41708 0.45564 0.088
N 0.32216 2.50348 -0.73846 0.039
C 0.28412 -0.01479 1.91154 -0.045
C -0.97870 2.29110 -0.49290 -0.227
C 0.11087 1.06266 0.89193 -0.360
C 1.02897 1.75330 0.17217 -0.082
C -0.71073 -3.85982 -0.82141 -0.158
C 0.76158 -3.43204 -1.05712 -0.166
H 2.10295 1.65306 0.17808 0.112
H 1.14722 -2.78404 -0.27347 0.042
H -1.07418 -3.43235 0.11433 0.051
H 0.02656 -0.99522 1.50661 0.062
H 0.68273 3.28292 -1.27434 0.149
H -1.34187 -3.46995 -1.61727 0.058
H -0.42546 0.14684 2.72287 0.074
H 1.42400 -4.28540 -1.15598 0.053
H 0.82718 -2.78638 -1.94577 0.061
H 1.30391 -0.00503 2.29338 0.074
H -1.83888 2.72787 -0.97366 0.116
H -0.76016 -4.94270 -0.71145 0.057
```

## Properties
- Structure (SMILES): Cc1c[nH]cn1.CC
- E_LUMO: 0.9 eV
- Orbital gap: 9.6 eV

=====

Top of the stability list: (C), leading by 49.4 kJ/mol.

=====

(A)
DFT (wB97M-V/def2-TZVPD) results for a 2-piece molecular cluster, C6H12N2 overall.

```
20
Properties=species:S:1:pos:R:3:lowdin_charge:R:1
N -0.62255 -0.89092 -0.92026 0.033
N -0.26632 -1.52404 1.15769 0.088
C 2.18887 -1.63723 1.27300 -0.056
C 0.93158 -1.52069 0.47602 -0.356
C -0.71688 2.40595 -0.70526 -0.181
C -1.04628 3.86330 -0.33425 -0.156
C -1.17012 -1.11735 0.29678 -0.217
C 0.72301 -1.11614 -0.81546 -0.077
H -1.90504 3.92483 0.32673 0.060
H -1.05762 -0.31549 -1.62098 0.132
H 2.00518 -2.04120 2.26421 0.070
H -0.29057 2.31401 -1.70639 0.061
H 0.07936 2.01601 -0.06415 0.063
H -0.17250 4.32935 0.10140 0.059
H -2.22423 -1.24108 0.50115 0.116
H 2.96606 -2.24389 0.79271 0.071
H -1.58759 1.76008 -0.61938 0.046
H 1.42086 -0.96845 -1.62178 0.113
H 2.67070 -0.66080 1.39400 0.073
H -1.33306 4.41276 -1.22999 0.058
```

## Properties
- Structure (SMILES): Cc1c[nH]cn1.CC
- E_LUMO: 0.9 eV
- Orbital gap: 9.4 eV

=====

(B)
DFT (wB97M-V/def2-TZVPD) results for a 2-piece molecular cluster, C6H12N2 overall.

```
20
Properties=species:S:1:pos:R:3:lowdin_charge:R:1
N 0.07752 -0.39139 -1.84108 0.013
N 0.64497 1.66189 -1.41996 0.084
C -2.54974 -0.76310 1.28611 -0.149
C 2.57936 1.41609 0.08238 -0.052
C 1.53505 0.79081 -0.80096 -0.352
C -1.03253 -1.07218 1.64035 -0.153
C 1.18023 -0.52170 -1.01414 -0.069
C -0.25155 0.92355 -2.01394 -0.199
H -1.02278 1.17376 -2.72526 0.114
H 3.19545 2.15668 -0.43018 0.074
H 2.10024 1.85251 0.96144 0.074
H -0.72670 -1.50066 0.69538 0.029
H 3.22704 0.61422 0.40713 0.063
H -0.54348 -1.14365 -2.08610 0.136
H -0.61877 -0.09508 1.90563 0.056
H -3.18808 -0.48939 2.14330 0.060
H -2.52671 0.15432 0.69869 0.052
H -2.87723 -1.65325 0.76151 0.049
H 1.51023 -1.52048 -0.79105 0.113
H -0.71253 -1.59293 2.54077 0.056
```

## Properties
- Structure (SMILES): Cc1c[nH]cn1.CC
- E_LUMO: 0.8 eV
- Orbital gap: 9.5 eV

=====

Top of the stability list: (A), leading by 43.3 kJ/mol.

=====

(A)
DFT (wB97M-V/def2-TZVPD) results for a 2-piece molecular cluster, C6H14NO overall.

```
22
Properties=species:S:1:pos:R:3:lowdin_charge:R:1
O -0.26170 0.39530 1.12437 -0.323
N 1.79799 0.94232 2.22357 -0.150
C -1.42828 -2.82959 -2.31233 -0.138
C -0.44133 0.92435 -1.89613 -0.118
C -1.08709 -0.41559 -1.76496 -0.190
C 1.30729 2.20105 2.75345 -0.207
C 0.67726 -0.02228 1.97620 -0.569
C -0.78228 -1.48896 -2.48530 -0.207
H -2.21062 -2.79543 -1.55173 0.066
H 2.21887 1.09986 1.31474 0.067
H 0.36648 0.89392 -2.62563 0.060
H 0.05471 -1.44286 -3.17787 0.087
H 0.45930 2.59722 2.17775 0.055
H 0.27916 -0.24025 2.99978 0.072
H 2.10170 2.95315 2.74192 0.050
H 0.98032 2.06066 3.78749 0.057
H -1.84413 -0.49744 -0.99535 0.097
H -0.09067 1.19694 -0.89479 0.043
H -1.88045 -3.19869 -3.23485 0.052
H -0.71173 -3.60293 -1.99939 0.063
H -1.18459 1.65445 -2.22200 0.061
H 1.19944 -0.95444 1.64419 0.072
```

## Properties
- Total charge: -1
- E_LUMO: 3.9 eV
- Orbital gap: 6.5 eV

=====

(B)
DFT (wB97M-V/def2-TZVPD) results for an isolated ion of composition C6H14NO and charge -1.

```
22
Properties=species:S:1:pos:R:3:lowdin_charge:R:1
O 0.58745 3.16399 -0.94608 -0.343
N -0.60339 1.27153 -2.30370 0.002
C 1.12568 -1.11534 1.71131 -0.108
C -0.54157 0.95823 -0.90662 -0.406
C 0.43052 -0.14892 -0.51603 -0.171
C -0.55755 -2.30402 0.37310 -0.109
C -0.05021 2.32243 -0.13310 -0.483
C -0.04751 -0.90687 0.76477 -0.439
H 0.76918 -1.51799 2.65977 0.064
H -0.98434 2.76493 0.32359 0.070
H -0.85285 -0.34699 1.24959 0.125
H 0.58842 -0.88693 -1.30541 0.095
H -1.54308 1.41156 -2.63049 0.037
H -1.50673 0.80828 -0.41863 0.106
H -0.04899 2.14432 -2.36165 0.041
H 1.82874 -1.79797 1.24263 0.073
H -0.91683 -2.85029 1.25441 0.066
H 1.57916 -0.14387 1.93418 0.070
H 0.52617 1.96349 0.75813 0.072
H -1.41218 -2.20296 -0.30519 0.071
H 0.21443 -2.83483 -0.18705 0.069
H 1.41548 0.24821 -0.25750 0.100
```

## Properties
- Total charge: -1
- Structure (SMILES): CC(C)C[C@H](N)C[O-]
- E_LUMO: 3.7 eV
- Orbital gap: 6.3 eV

=====

Top of the stability list: (B), leading by 46.4 kJ/mol.